1.
The following is a DFT calculation (ωB97M-V/def2-TZVPD) of an isolated ion of composition C5H11O and charge -1 at a distorted geometry.

```
17
Properties=species:S:1:pos:R:3:forces:R:3
C -1.789264 -0.723464 -0.321805 0.2 -0.1 0.4
C -0.295571 -0.536883 0.066740 -1.4 0.7 -0.5
C -0.133099 -0.170235 1.509264 -0.6 0.1 2.1
C 0.312820 0.537159 -0.839103 1.6 -1.4 -0.4
C 1.837544 0.819700 -0.590177 0.0 -0.6 0.2
O 2.629942 -0.249718 -0.761007 -0.1 -0.2 -0.2
H -2.068421 -1.742864 -0.029059 -0.4 0.2 0.0
H -2.453989 0.004837 0.154735 0.1 -0.1 0.1
H -1.950056 -0.615880 -1.394991 0.2 -0.1 -0.1
H 0.117886 -1.522150 -0.131364 0.8 0.2 0.0
H -0.429446 0.861718 1.745007 0.3 0.1 -0.5
H 0.859190 -0.325532 1.916571 0.5 0.2 -0.4
H -0.757130 -0.695648 2.261552 -0.1 -0.5 -0.7
H 0.341128 0.032100 -1.820003 -0.2 0.6 -0.1
H -0.213610 1.487186 -0.901598 -0.6 0.1 0.3
H 1.967643 1.194221 0.471787 -0.3 0.6 -0.5
H 2.024437 1.645449 -1.336544 0.2 0.3 0.4
```
Positions in Å, forces in eV/Å.

As for the SMILES: CC(C)CC[O-]. For the energy above the lowest of the compared OMol25 structures with the same formula, charge and spin, the calculation gives 0.3047 eV. As for the total charge: -1. The HOMO-LUMO gap is 0.2247 hartree. As for the total energy: -7410.09386 eV.

2.
The following is a DFT calculation (ωB97M-V/def2-TZVPD) of a 6-piece molecular cluster, C44H57Cl3IN5O3PS overall at a distorted geometry.

```
115
Properties=species:S:1:pos:R:3:forces:R:3
C 5.067403 0.220932 1.383199 -1.0 0.4 0.1
C 3.947786 0.678431 1.383385 0.5 -0.2 -0.3
C 2.618834 1.250651 1.215098 0.6 -0.6 0.6
P 1.651315 0.736049 -0.365198 1.6 1.6 -0.7
C 1.999240 -1.134043 -0.207078 -0.8 0.4 0.0
S 1.063846 -2.072393 1.026120 0.3 -0.4 -0.3
C 1.909971 -1.885851 2.612718 -0.4 -0.5 0.5
C 1.147058 -2.790267 3.606888 -0.4 -0.2 -0.4
C 3.078120 0.937109 -1.644716 -0.3 -0.1 0.6
C 3.356694 2.376982 -2.068266 0.8 -1.3 -1.5
C 4.038270 2.318024 -3.455389 0.1 0.5 0.1
I 4.737127 3.426212 -0.790006 -0.3 0.2 0.1
O 0.189230 0.749737 0.701192 -0.3 0.9 0.0
C -0.982725 0.965699 0.113710 -0.8 -1.3 -0.5
Cl -2.055653 -0.492095 0.657321 0.1 -0.2 0.3
C -1.852814 2.195813 0.595312 0.6 -0.8 -0.4
Cl -3.547683 1.930425 0.985003 0.2 0.2 -0.2
C -1.452704 3.454595 0.710936 -0.6 0.0 0.3
C -2.389389 4.555137 1.128904 0.6 0.5 -0.6
Cl 0.174387 3.912062 0.382051 -0.1 0.4 0.2
C -0.763425 0.775787 -1.507260 0.0 -1.7 -0.2
O -1.301278 -0.521910 -1.806908 -0.8 0.2 -0.1
C -1.414724 1.822154 -2.443012 0.3 0.5 -1.3
C -0.361172 2.582580 -3.276169 -0.3 0.3 0.3
C -2.443723 1.229986 -3.429092 -0.5 0.2 0.4
C -3.845349 1.141434 -2.790134 -0.1 0.9 -0.3
C -4.604090 2.457096 -3.098467 0.1 -0.4 -0.1
O 0.580485 0.577969 -1.788908 -0.6 0.6 1.1
H 6.043553 -0.164771 1.337836 0.4 -0.2 0.1
H 2.721508 2.332660 1.257988 -0.1 0.2 -0.3
H 2.013245 0.987303 2.080002 -0.1 -0.1 0.0
H 1.406326 2.124353 -0.557718 0.1 -0.2 0.1
H 3.069153 -1.320794 -0.153774 0.1 0.1 0.3
H 1.677796 -1.549530 -1.161602 -0.1 -0.1 0.0
H 1.816330 -0.877362 3.003174 0.3 0.2 -0.2
H 2.939563 -2.230520 2.580616 0.2 0.4 -0.3
H 0.730246 -2.192444 4.413134 0.2 -0.1 0.1
H 1.752962 -3.618990 3.972113 0.1 0.1 0.1
H 0.288852 -3.247091 3.104448 0.0 -0.1 0.0
H 3.992385 0.397287 -1.389423 0.1 0.2 0.1
H 2.704935 0.467019 -2.557844 -0.1 -0.1 0.0
H 2.435407 2.920161 -2.231090 -0.1 0.4 0.7
H 4.747831 1.495030 -3.517483 0.1 0.0 0.1
H 3.286035 2.173784 -4.232762 -0.1 -0.1 0.0
H 4.567680 3.245097 -3.682371 0.0 0.0 -0.1
H -3.374869 4.405769 0.707061 -0.1 -0.1 0.1
H -2.465661 4.628505 2.211218 0.0 0.1 0.1
H -2.003555 5.480395 0.702785 0.0 0.2 0.3
H -0.811117 -0.788081 -2.591312 0.1 0.0 0.1
H -1.948385 2.605819 -1.902044 0.0 -0.2 0.4
H 0.314708 1.913983 -3.801780 0.2 0.0 0.2
H 0.163488 3.285163 -2.629403 0.5 -0.2 0.0
H -0.853563 3.194669 -4.033317 -0.2 0.0 0.0
H -2.529936 1.957854 -4.235833 0.0 0.0 -0.2
H -2.122776 0.303483 -3.897290 0.1 -0.1 0.2
H -3.785229 1.101342 -1.705880 0.2 -0.5 0.1
H -4.420092 0.292544 -3.154255 0.0 -0.2 0.1
H -5.311098 2.720019 -2.313459 -0.1 0.0 0.0
H -3.881985 3.263813 -3.214500 0.0 0.2 0.2
H -5.134481 2.405055 -4.048417 -0.1 0.0 -0.1
N 0.380566 -0.161066 5.251321 -0.1 0.4 0.2
C 0.228054 -0.434084 6.544148 0.0 -0.2 0.0
C -0.085893 0.517350 7.502135 0.0 0.1 0.0
C -0.245625 1.830749 7.089298 0.0 0.0 0.0
C -0.088849 2.135470 5.746090 0.0 -0.1 0.1
C 0.221258 1.105414 4.869881 0.0 -0.1 -0.2
H 0.365338 -1.475694 6.821635 0.0 0.0 0.1
H -0.200691 0.235880 8.540235 0.0 0.0 0.0
H -0.489848 2.606719 7.804734 0.0 0.0 0.0
H -0.205372 3.147702 5.383399 0.0 0.0 0.0
H 0.348126 1.293760 3.807695 0.0 0.0 0.0
N 0.738980 -4.076323 8.340502 0.0 -0.1 0.0
C 1.938096 -4.440514 7.887220 0.0 0.1 0.1
C 2.192810 -5.657012 7.274759 0.0 0.0 0.0
C 1.141662 -6.545960 7.122312 0.0 -0.1 0.0
C -0.111646 -6.185490 7.586886 0.0 -0.1 0.0
C -0.259146 -4.944498 8.185818 0.0 0.1 0.0
H 2.729287 -3.711196 8.024186 0.0 0.0 0.0
H 3.186528 -5.897562 6.922234 0.0 0.0 0.0
H 1.296514 -7.505229 6.644208 0.0 0.0 0.0
H -0.958434 -6.848943 7.482349 0.0 0.1 0.0
H -1.224452 -4.618527 8.556814 0.0 -0.1 0.0
N -2.981615 -5.966028 5.452438 0.0 -0.1 -0.1
C -3.902432 -6.918309 5.309038 0.0 0.0 0.1
C -4.244381 -7.481175 4.089399 0.0 0.0 0.0
C -3.595287 -7.026852 2.951947 0.0 0.0 -0.1
C -2.636283 -6.036651 3.079077 0.0 0.0 0.0
C -2.367210 -5.543566 4.346918 0.1 0.1 0.2
H -4.386701 -7.240935 6.225199 0.0 0.0 0.0
H -4.999241 -8.253994 4.032851 0.0 0.0 0.0
H -3.834421 -7.439212 1.979680 0.0 0.0 0.0
H -2.107505 -5.652622 2.217537 0.0 0.0 0.0
H -1.622215 -4.768922 4.494134 0.0 0.0 -0.1
N -5.983310 4.437769 -5.947120 -0.1 0.0 -0.2
C -6.867459 3.471436 -6.186922 0.0 0.0 0.2
C -7.156311 2.986808 -7.453764 0.0 0.0 0.0
C -6.490617 3.539769 -8.534721 0.0 0.0 -0.1
C -5.567952 4.546610 -8.306745 0.0 0.0 0.0
C -5.352100 4.955188 -6.999006 0.0 0.1 0.1
H -7.365738 3.069222 -5.311261 0.0 0.0 0.0
H -7.883084 2.197180 -7.587478 0.0 0.0 0.0
H -6.687413 3.190252 -9.540634 0.0 0.0 0.0
H -5.026023 5.005213 -9.122608 0.0 0.0 0.0
H -4.635640 5.737632 -6.772991 0.0 0.0 -0.1
N 6.674579 0.061426 -7.824762 0.1 0.1 0.1
C 7.503872 -0.477341 -6.932712 0.0 -0.1 -0.1
C 8.000504 0.203663 -5.831722 0.0 0.0 0.0
C 7.617491 1.521689 -5.648083 0.0 0.1 0.1
C 6.756929 2.100560 -6.565267 0.0 0.0 0.0
C 6.315437 1.329242 -7.629318 0.0 -0.1 -0.1
H 7.779302 -1.510209 -7.117363 0.0 0.0 0.1
H 8.669110 -0.286812 -5.137566 0.0 0.0 0.0
H 7.982878 2.089297 -4.801623 0.0 0.0 0.0
H 6.433147 3.126584 -6.457010 0.0 0.0 0.0
H 5.636804 1.740312 -8.368950 0.0 0.1 0.0
```
Positions in Å, forces in eV/Å.

As for the total charge: -1. The HOMO-LUMO gap is 0.2403 hartree. As for the total energy: -125934.61764 eV.

3.
The following is a DFT calculation (ωB97M-V/def2-TZVPD) of C4H9NS as an isolated structure at a distorted geometry.

```
15
Properties=species:S:1:pos:R:3:forces:R:3
C 1.589168 -1.338307 0.104141 -0.2 0.8 2.8
C -0.020686 0.602257 -0.684039 2.6 0.5 -1.6
C -1.157486 1.127364 0.223984 1.0 4.9 -0.9
C -1.760474 0.073537 1.010693 -3.3 -3.3 -5.9
H 0.685871 -1.791586 0.514809 0.5 -1.0 0.1
H 2.577096 -1.686316 0.664925 -2.3 1.2 -0.8
H 1.682041 -1.656270 -0.880900 0.2 -0.3 -2.0
H 2.089191 0.758144 -0.177161 -3.3 -2.3 2.3
H -0.161407 -0.190978 -1.432975 -1.2 -0.6 1.3
H 0.186896 1.381972 -1.765313 0.2 -1.1 3.9
H -0.807547 2.097748 0.872738 -0.2 -2.5 -1.3
H -1.862270 1.653054 -0.521539 0.5 -1.2 1.3
H -1.469179 -0.248892 1.975577 -0.1 -0.2 0.9
N 1.165629 0.109175 0.317488 3.6 3.4 -4.4
S -2.736839 -0.890900 -0.222435 1.9 1.6 4.4
```
Positions in Å, forces in eV/Å.

For the energy above the lowest of the compared OMol25 structures with the same formula, charge and spin, the calculation gives 5.6149 eV. The HOMO-LUMO gap is 0.2779 hartree. As for the total energy: -16613.83958 eV.

| no. | highest occupied orbital energy (eV) | LUMO (eV) |
| --- | --- | --- |
| 1 | -2.08 | 4.0 |
| 2 | -4.33 | 2.2 |
| 3 | -8.68 | -1.1 |